Entry from OMol25: C3H3LiMgO2 as an isolated structure at a distorted geometry (the ωB97M-V functional and the def2-TZVPD basis).

Last column: natural (NBO) charge in e.
Atoms and positions in Å:
Mg 0.3759 -2.6528 0.4664  0.08
O -0.7862 1.3241 0.8883  -0.59
O 0.4339 -0.6516 1.0693  -1.06
C -0.6996 0.1326 -1.5594  -0.48
C 0.1533 0.2027 -0.5264  0.14
C -0.3646 0.7183 1.9139  0.37
Li 1.7586 0.4041 2.5628  0.93
H 1.2075 0.1747 -0.8402  0.18
H -0.3018 0.1328 -2.5730  0.23
H -1.7770 0.2152 -1.4017  0.21

Results
energy above the lowest of the compared OMol25 structures with the same formula, charge and spin	28.9	kcal per mole
calculated total energy	-473.99642	hartree
lowest unoccupied orbital energy	-0.048	Eh
charge	0
HOMO	-5.09	eV
maximum force	6.3	eV/Å